36
Properties=species:S:1:pos:R:3 method="wB97M-V/def2-TZVPD" e_above_lowest_kj_mol=0.0 multiplicity=4 total_charge=0 homo_ha="-0.34877 / -0.34828" s2=3.76 homo_lumo_gap_ev="8.048 / 8.038" e_tot_ha=-3251.12099
Co -0.09 -0.73 -0.24
O -0.02 -1.07 3.57
Cl 0.42 -0.22 2.48
O 1.23 0.96 2.83
O -0.86 0.34 1.79
O 1.10 -1.02 1.45
C 3.06 1.60 0.28
C 1.67 2.04 -0.04
N 0.69 1.24 -0.42
C -0.42 2.08 -0.68
C -0.09 3.38 -0.39
N 1.27 3.33 0.01
C -0.90 4.59 -0.19
O -2.13 4.51 -0.62
O -0.44 5.63 0.30
C -1.65 1.42 -1.16
O -2.65 2.17 -1.33
O -1.56 0.11 -1.42
H 3.18 0.59 -0.18
H 3.14 1.53 1.38
H 3.82 2.28 -0.17
H 1.81 4.16 0.28
H -2.41 3.55 -0.94
N -2.07 -1.94 0.38
N -1.90 -3.28 0.00
C -0.79 -3.60 -0.59
N -0.60 -4.84 -1.02
N 0.14 -2.58 -0.70
N 1.41 -2.80 -1.19
O 2.12 -1.73 -1.15
O 1.85 -3.94 -1.54
H -2.35 -1.75 1.35
H -2.56 -1.37 -0.30
H -2.45 -4.03 0.51
H -1.24 -5.57 -0.87
H 0.30 -5.05 -1.48

20
Properties=species:S:1:pos:R:3 method="wB97M-V/def2-TZVPD" e_above_lowest_kj_mol=70.0 multiplicity=7 total_charge=-1 homo_ha="-0.01667 / -0.07350" s2=12.02 homo_lumo_gap_ev="3.728 / 5.184" e_tot_ha=-1497.86570
C 0.65 -1.52 0.08
C -0.64 -1.02 0.42
C -1.03 -1.66 1.63
C 0.01 -2.53 2.07
C 1.05 -2.46 1.10
Eu 1.08 0.35 2.14
N 0.31 1.78 -1.13
C 0.40 2.50 -2.33
C -1.03 2.03 -2.01
H -2.01 -1.60 2.06
H -1.23 -0.32 -0.17
H -0.07 -3.25 2.88
H 1.92 -3.10 1.05
H 1.19 -1.33 -0.84
H -1.45 1.24 -2.65
H 0.90 1.91 -3.13
H 1.10 1.02 -1.20
H -1.71 2.70 -1.52
H 0.64 3.61 -2.35
Cl -0.09 1.63 3.91

19
Properties=species:S:1:pos:R:3 method="wB97M-V/def2-TZVPD" e_above_lowest_kj_mol=238.1 total_charge=0 homo_ha="-0.27360 / -0.28391" homo_lumo_gap_ev="7.466 / 7.684" e_tot_ha=-787.52614
C 1.48 -0.26 -0.94
C 0.89 -1.19 0.02
C -0.70 0.72 0.67
C -0.56 -0.71 -0.01
C 0.33 1.53 -0.03
C -0.06 0.82 2.02
C -1.10 -0.74 -1.46
N 1.13 1.03 -0.94
Cl -0.35 2.07 3.16
H 2.16 -0.62 -1.69
H 1.04 -2.35 -0.14
H 1.17 -0.80 1.01
H -1.69 1.11 0.61
H -1.22 -1.27 0.65
H 0.37 2.59 0.15
H 0.81 0.20 2.34
H -2.13 -0.57 -1.47
H -0.99 -1.68 -1.93
H -0.58 0.13 -2.00

23
Properties=species:S:1:pos:R:3 method="wB97M-V/def2-TZVPD" e_above_lowest_kj_mol=31.2 total_charge=0 homo_ha=-0.25308 homo_lumo_gap_ev=6.917 e_tot_ha=-1370.47144
C -1.84 0.49 -1.37
C -1.82 1.05 0.95
C 0.98 1.59 0.04
C -2.64 1.02 -0.22
C -0.56 -0.61 0.11
C 2.84 0.99 1.61
C 0.43 -2.88 -1.23
N -0.92 -0.42 -1.13
N -0.84 0.17 1.12
N 1.89 0.90 0.38
O 0.22 2.35 -0.45
S 0.77 -1.86 0.28
Cl -4.01 -0.21 0.05
H -2.11 0.89 -2.30
H -1.82 1.87 1.67
H -3.23 1.91 -0.57
H 3.94 1.04 1.34
H 2.71 1.88 2.17
H 2.81 0.11 2.20
H -0.02 -2.12 -1.78
H -0.13 -3.74 -1.09
H 1.46 -3.02 -1.62
H 1.90 -1.39 -0.17

20
Properties=species:S:1:pos:R:3 method="wB97M-V/def2-TZVPD" e_above_lowest_kj_mol=0.0 multiplicity=3 total_charge=-1 homo_ha="-0.08993 / -0.13089" s2=2.05 homo_lumo_gap_ev="6.005 / 6.962" e_tot_ha=-1731.62258
C 0.04 -1.53 -0.44
C 0.17 -1.38 0.96
C 1.46 -0.84 1.24
C 2.13 -0.62 -0.02
C 1.28 -1.04 -1.05
V 0.00 0.68 -0.47
N 0.10 0.82 -2.19
C -1.82 1.15 -0.07
C -1.54 0.84 1.28
H 1.93 -0.72 2.24
H -0.54 -1.73 1.71
H 3.19 -0.33 -0.12
H 1.54 -1.12 -2.11
H -0.77 -2.03 -0.98
H -1.98 -0.09 1.67
H -1.79 2.25 -0.44
H -0.65 1.20 -2.82
H -1.37 1.70 1.94
H -2.40 0.39 -0.70
Cl 1.04 2.42 0.36

32
Properties=species:S:1:pos:R:3 method="wB97M-V/def2-TZVPD" e_above_lowest_kj_mol=0.0 multiplicity=4 total_charge=-2 homo_ha="-0.08066 / -0.09650" s2=3.77 homo_lumo_gap_ev="7.458 / 7.885" e_tot_ha=-2767.62125
Cr -0.03 -0.33 -0.38
C -2.08 3.12 -0.72
C -1.31 1.84 -0.71
O -0.42 1.69 0.20
O -1.59 0.86 -1.45
H -2.78 3.18 -1.55
H -1.43 3.98 -0.64
H -2.68 3.15 0.19
C 3.39 -1.43 1.76
C 2.11 -1.35 0.97
O 1.67 -2.31 0.34
O 1.42 -0.26 1.05
H 3.36 -0.95 2.74
H 4.21 -0.97 1.21
H 3.60 -2.48 1.98
C 2.67 1.70 -3.05
C 2.31 0.31 -2.56
O 1.43 0.27 -1.65
O 2.88 -0.66 -3.08
H 2.26 2.46 -2.38
H 2.18 1.85 -4.02
H 3.74 1.88 -3.12
C -2.98 -1.35 3.08
F -3.94 -2.18 3.53
F -3.28 -0.11 3.48
F -1.83 -1.71 3.69
S -2.84 -1.49 1.24
O -3.94 -0.67 0.82
O -1.52 -0.96 0.98
O -2.99 -2.90 1.01
O -0.42 -1.78 -1.51
H -1.15 -2.41 -1.49

24
Properties=species:S:1:pos:R:3 method="wB97M-V/def2-TZVPD" e_above_lowest_kj_mol=186.4 total_charge=0 smiles="C=C1NC=N[C@@H]1N/C(=C(/N)O)C(F)F" homo_ha=-0.30153 homo_lumo_gap_ev=9.049 e_tot_ha=-766.64984
C 0.55 0.66 1.49
C 1.36 0.00 0.68
N 2.67 0.16 0.25
C 2.89 -0.89 -0.68
N 1.97 -1.75 -0.80
C 0.83 -1.24 -0.06
N -0.12 -0.96 -1.18
C -1.29 -0.46 -0.60
C -1.51 0.86 -0.79
N -2.61 1.65 -0.48
O -0.53 1.50 -1.46
C -2.28 -1.34 0.02
F -3.50 -1.24 -0.53
F -2.65 -0.98 1.28
H -0.50 0.28 1.63
H 1.03 1.45 1.96
H 3.38 0.39 0.93
H 3.88 -0.80 -1.13
H 0.50 -2.10 0.51
H -0.43 -1.72 -1.76
H -3.05 1.42 0.35
H -2.58 2.68 -0.58
H 0.00 0.97 -2.05
H -2.07 -2.35 0.14

38
Properties=species:S:1:pos:R:3 method="wB97M-V/def2-TZVPD" multiplicity=4 total_charge=-2 homo_ha="0.05162 / -0.03498" s2=3.76 homo_lumo_gap_ev="3.366 / 5.689" e_tot_ha=-3359.23961
Ti 0.42 0.89 -0.79
C 2.01 -0.68 1.79
F 2.61 -0.99 2.93
F 1.95 0.63 1.70
F 2.69 -1.20 0.78
S 0.28 -1.45 1.86
O 0.60 -2.86 1.92
O -0.33 -0.89 3.04
N -0.43 -0.81 0.43
S -1.12 -2.01 -0.23
O -0.14 -2.81 -0.96
O -2.04 -2.73 0.65
C -2.19 -1.06 -1.50
F -1.35 -0.18 -2.06
F -2.55 -1.91 -2.45
F -3.22 -0.48 -0.96
C 1.41 3.45 0.05
O 0.23 2.93 0.00
O 2.42 2.66 -0.22
O 1.65 4.72 0.07
O -4.04 2.41 1.51
C -3.35 1.40 1.63
N -2.03 1.38 1.41
C -3.93 0.09 2.15
H -1.70 2.19 0.87
H -1.45 0.56 1.23
H -4.54 -0.49 1.46
H -4.53 0.27 3.05
H -3.09 -0.51 2.49
O 1.18 0.25 -2.79
C 2.40 -0.01 -2.60
N 3.18 1.06 -2.31
C 2.95 -1.38 -2.53
H 2.75 1.94 -2.03
H 4.15 0.89 -2.14
H 2.13 -2.01 -2.17
H 3.75 -1.49 -1.80
H 3.26 -1.76 -3.51

21
Properties=species:S:1:pos:R:3 method="wB97M-V/def2-TZVPD" e_above_lowest_kj_mol=66.5 multiplicity=3 total_charge=0 homo_ha="-0.22863 / -0.33305" s2=2.01 homo_lumo_gap_ev="7.008 / 7.786" e_tot_ha=-577.59753
C 1.26 -3.65 -1.63
C 0.21 -3.07 -1.06
C 0.32 2.61 -0.54
C -0.93 -0.90 -0.54
C 0.11 -1.59 -1.01
C -0.44 2.04 0.53
C -1.01 1.55 2.76
N -0.08 2.01 1.74
O 0.60 1.71 -1.65
O 0.66 3.78 -0.56
F 1.36 -0.96 -1.23
H 1.27 -4.70 -1.72
H 2.01 -3.12 -2.19
H -0.48 -3.62 -0.47
H -1.98 -1.27 -0.25
H -0.94 0.15 -0.80
H -1.03 2.15 3.67
H -2.03 1.81 2.33
H -0.66 0.57 3.02
H 0.86 2.26 1.96
H 0.91 2.26 -2.36

20
Properties=species:S:1:pos:R:3 method="wB97M-V/def2-TZVPD" multiplicity=4 total_charge=0 homo_ha="-0.24099 / -0.31632" s2=3.80 homo_lumo_gap_ev="6.611 / 7.871" e_tot_ha=-507.95574
C -1.34 -0.50 -0.29
C -1.18 -0.17 1.10
C -0.40 -1.16 1.72
C -0.06 -2.14 0.76
C -0.64 -1.76 -0.49
Tc 0.69 -0.01 -0.58
N 1.08 -0.67 -2.18
C 0.40 1.92 -0.76
C 0.38 2.13 0.62
H -0.10 -1.17 2.78
H -1.67 0.67 1.61
H 0.47 -3.08 0.95
H -0.70 -2.37 -1.38
H -2.03 -0.04 -0.99
H -0.54 2.34 1.17
H 1.30 2.22 -1.29
H 1.40 -0.27 -3.08
H 1.26 2.47 1.15
H -0.53 1.87 -1.32
F 2.21 -0.29 0.48

24
Properties=species:S:1:pos:R:3 method="wB97M-V/def2-TZVPD" total_charge=-1 homo_ha=-0.20413 homo_lumo_gap_ev=8.375 e_tot_ha=-2824.75759
Pt -0.76 1.06 1.43
O -4.60 0.12 1.72
C -3.44 0.38 1.90
O -2.62 0.68 0.90
C -2.78 0.39 3.31
O -3.44 0.15 4.30
O -1.51 0.66 3.29
C -0.29 -0.96 -2.39
Ge 0.99 -0.31 -1.07
C 1.27 -1.63 0.35
C 2.72 0.04 -1.94
C 0.27 1.36 -0.35
H 0.05 -1.90 -2.83
H -0.42 -0.23 -3.19
H -1.26 -1.13 -1.91
H 1.52 -2.60 -0.09
H 0.37 -1.73 0.96
H 2.09 -1.32 1.00
H 3.16 -0.88 -2.34
H 3.42 0.47 -1.21
H 2.60 0.75 -2.75
H -0.15 2.00 -1.13
N 1.65 2.53 1.49
C 1.13 2.07 0.55

25
Properties=species:S:1:pos:R:3 method="wB97M-V/def2-TZVPD" total_charge=0 homo_ha=-0.27643 homo_lumo_gap_ev=5.554 e_tot_ha=-1237.53173
C -2.15 -1.11 0.59
C -0.46 2.18 0.46
C -0.02 -0.25 0.95
C -0.19 -0.68 -0.48
C 1.17 -0.92 1.60
C 1.85 0.35 -1.67
C 0.61 -0.54 -1.70
N -1.33 -0.66 1.54
N 0.32 1.16 1.04
N -1.33 -1.38 -0.62
N -1.52 1.57 0.05
O -3.29 -1.49 0.76
O -0.05 3.32 0.54
I -2.22 -2.04 -2.38
I -2.83 2.76 -0.97
H 2.16 -0.66 0.95
H 0.96 -2.05 1.64
H 1.27 -0.60 2.66
H 2.49 0.48 -2.50
H 2.68 0.10 -0.87
H 1.60 1.34 -1.37
H 0.89 -1.63 -1.86
H -0.05 -0.34 -2.55
H -1.60 -0.37 2.42
H 1.07 1.46 1.78